Computed, not measured: 7 unconnected molecules or ions with the total composition C49H59I2NO3, with the ωB97M-V functional and the def2-TZVPD basis.

Bonds (Å) are listed after each position.
Atoms and positions in Å:
1 C 2.707 -2.068 -3.620  C2 1.616, H20 1.149, H21 1.147, H22 1.145
2 C 1.468 -3.092 -3.444  C1 1.616, C3 1.607, H23 1.155, H24 1.140
3 C 0.360 -3.007 -4.605  C2 1.607, I4 2.203, C5 1.600, H25 1.146
4 I -0.083 -5.069 -5.241  C3 2.203
5 C -1.005 -2.281 -4.191  C3 1.600, O6 1.439, C10 1.601, H26 1.159
6 O -1.757 -2.749 -3.057  C5 1.439, C7 1.451
7 C -1.399 -1.990 -1.873  O6 1.451, O8 1.235, O9 1.445
8 O -1.543 -2.305 -0.687  C7 1.235
9 O -0.782 -0.809 -2.434  C7 1.445, C10 1.464
10 C -1.023 -0.712 -3.874  C5 1.601, O9 1.464, C11 1.636, C15 1.603
11 C -2.428 0.057 -4.208  C10 1.636, C12 1.603, H27 1.146, H28 1.146
12 C -3.186 0.588 -2.900  C11 1.603, C13 1.604, H29 1.142, H30 1.158
13 C -4.345 1.660 -3.184  C12 1.604, I14 2.216, H31 1.146, H32 1.137
14 I -5.699 1.690 -1.431  C13 2.216
15 C 0.014 0.120 -4.770  C10 1.603, C16 1.611, H33 1.139, H34 1.157
16 C 0.289 1.624 -4.265  C15 1.611, C17 1.613, H35 1.150, H36 1.157
17 C 1.769 1.735 -3.633  C16 1.613, C18 1.629, H37 1.146, H38 1.145
18 C 1.700 2.261 -2.093  C17 1.629, N19 1.493, H39 1.150, H40 1.144
19 N 1.231 1.104 -1.274  C18 1.493, H41 1.028, H42 1.027
20 H 3.700 -2.618 -3.441  C1 1.149
21 H 2.740 -1.662 -4.693  C1 1.147
22 H 2.648 -1.250 -2.822  C1 1.145
23 H 1.931 -4.149 -3.481  C2 1.155
24 H 1.069 -2.965 -2.384  C2 1.140
25 H 0.810 -2.462 -5.506  C3 1.146
26 H -1.598 -2.322 -5.185  C5 1.159
27 H -3.089 -0.721 -4.729  C11 1.146
28 H -2.284 0.929 -4.939  C11 1.146
29 H -2.508 1.030 -2.094  C12 1.142
30 H -3.705 -0.330 -2.423  C12 1.158
31 H -3.890 2.711 -3.209  C13 1.146
32 H -5.013 1.424 -4.073  C13 1.137
33 H 1.024 -0.379 -4.936  C15 1.139
34 H -0.468 0.209 -5.818  C15 1.157
35 H -0.539 2.020 -3.572  C16 1.150
36 H 0.241 2.298 -5.204  C16 1.157
37 H 2.312 0.726 -3.589  C17 1.146
38 H 2.417 2.446 -4.252  C17 1.145
39 H 0.888 3.075 -2.077  C18 1.150
40 H 2.692 2.709 -1.741  C18 1.144
41 H 0.244 1.209 -1.006  N19 1.028
42 H 1.832 0.918 -0.463  N19 1.027
43 C -0.219 -0.177 2.212  C44 1.392, C48 1.392, H49 1.085
44 C 0.385 0.380 3.336  C43 1.392, C45 1.391, H50 1.085
45 C 1.542 -0.190 3.859  C44 1.391, C46 1.392, H51 1.085
46 C 2.092 -1.321 3.262  C45 1.392, C47 1.392, H52 1.085
47 C 1.483 -1.883 2.144  C46 1.392, C48 1.392, H53 1.085
48 C 0.329 -1.311 1.618  C43 1.392, C47 1.392, H54 1.085
49 H -1.117 0.271 1.800  C43 1.085
50 H -0.045 1.259 3.804  C44 1.085
51 H 2.014 0.246 4.733  C45 1.085
52 H 2.996 -1.764 3.669  C46 1.085
53 H 1.909 -2.768 1.681  C47 1.085
54 H -0.145 -1.747 0.745  C48 1.085
55 C -3.279 -3.999 5.589  C56 1.392, C60 1.392, H61 1.085
56 C -1.985 -3.523 5.401  C55 1.392, C57 1.392, H62 1.085
57 C -1.681 -2.753 4.282  C56 1.392, C58 1.392, H63 1.085
58 C -2.671 -2.463 3.348  C57 1.392, C59 1.391, H64 1.084
59 C -3.963 -2.947 3.531  C58 1.391, C60 1.391, H65 1.085
60 C -4.268 -3.714 4.652  C55 1.392, C59 1.391, H66 1.085
61 H -3.517 -4.593 6.465  C55 1.085
62 H -1.212 -3.751 6.128  C56 1.085
63 H -0.672 -2.379 4.138  C57 1.085
64 H -2.435 -1.861 2.477  C58 1.084
65 H -4.733 -2.726 2.800  C59 1.085
66 H -5.276 -4.089 4.795  C60 1.085
67 C -0.192 8.111 -2.867  C68 1.391, C72 1.392, H73 1.085
68 C 0.594 7.287 -3.666  C67 1.391, C69 1.391, H74 1.085
69 C 0.178 5.990 -3.950  C68 1.391, C70 1.392, H75 1.085
70 C -1.022 5.515 -3.430  C69 1.392, C71 1.391, H76 1.085
71 C -1.804 6.336 -2.623  C70 1.391, C72 1.391, H77 1.085
72 C -1.390 7.635 -2.343  C67 1.392, C71 1.391, H78 1.085
73 H 0.129 9.125 -2.652  C67 1.085
74 H 1.531 7.656 -4.069  C68 1.085
75 H 0.790 5.348 -4.576  C69 1.085
76 H -1.348 4.504 -3.653  C70 1.085
77 H -2.737 5.964 -2.212  C71 1.085
78 H -2.000 8.276 -1.715  C72 1.085
79 C 5.340 4.185 4.954  C80 1.391, C84 1.392, H85 1.085
80 C 4.374 4.299 3.960  C79 1.391, C81 1.391, H86 1.085
81 C 3.868 3.157 3.347  C80 1.391, C82 1.392, H87 1.085
82 C 4.332 1.900 3.725  C81 1.392, C83 1.391, H88 1.084
83 C 5.305 1.788 4.714  C82 1.391, C84 1.391, H89 1.085
84 C 5.808 2.929 5.329  C79 1.392, C83 1.391, H90 1.085
85 H 5.730 5.076 5.437  C79 1.085
86 H 4.014 5.278 3.663  C80 1.085
87 H 3.112 3.245 2.574  C81 1.085
88 H 3.936 1.010 3.250  C82 1.084
89 H 5.671 0.808 5.005  C83 1.085
90 H 6.565 2.841 6.101  C84 1.085
91 C -7.808 -5.156 2.106  C92 1.391, C96 1.392, H97 1.085
92 C -7.106 -4.030 1.688  C91 1.391, C93 1.391, H98 1.085
93 C -7.658 -2.763 1.855  C92 1.391, C94 1.392, H99 1.085
94 C -8.915 -2.623 2.436  C93 1.392, C95 1.391, H100 1.085
95 C -9.621 -3.750 2.845  C94 1.391, C96 1.391, H101 1.085
96 C -9.068 -5.016 2.681  C91 1.392, C95 1.391, H102 1.085
97 H -7.375 -6.143 1.981  C91 1.085
98 H -6.127 -4.139 1.233  C92 1.085
99 H -7.108 -1.885 1.533  C93 1.085
100 H -9.344 -1.636 2.568  C94 1.085
101 H -10.604 -3.642 3.292  C95 1.085
102 H -9.617 -5.895 3.002  C96 1.085
103 C 7.745 -2.382 1.039  C104 1.391, C108 1.392, H109 1.085
104 C 8.447 -1.256 0.621  C103 1.391, C105 1.391, H110 1.085
105 C 7.896 0.011 0.788  C104 1.391, C106 1.392, H111 1.085
106 C 6.639 0.151 1.370  C105 1.392, C107 1.392, H112 1.085
107 C 5.933 -0.976 1.780  C106 1.392, C108 1.391, H113 1.085
108 C 6.486 -2.242 1.616  C103 1.392, C107 1.391, H114 1.085
109 H 8.178 -3.369 0.915  C103 1.085
110 H 9.426 -1.366 0.165  C104 1.085
111 H 8.445 0.889 0.466  C105 1.085
112 H 6.210 1.138 1.503  C106 1.085
113 H 4.950 -0.867 2.228  C107 1.085
114 H 5.936 -3.121 1.937  C108 1.085

The value obtained for the HOMO-LUMO gap is 9.016 eV. The calculated total energy comes out at -75600.817 eV. The molar mass is 963.82 g mol⁻¹. The value obtained for the LUMO energy is 0.1 eV. The energy relative to the best compared isomer or geometry (same formula, charge and spin) comes out at 267.3 kJ/mol. As for the SMILES: CC[C@@H](I)[C@H]1OC(=O)O[C@@]1(CCCI)CCCCN.c1ccccc1.c1ccccc1.c1ccccc1.c1ccccc1.c1ccccc1.c1ccccc1.

Atomic partial charges in e from the Mulliken method, atoms 1 to 4: C -0.819; C -0.045; C -1.124; I 0.062